[1]
C21H23IN5O2S4SbW as an isolated structure at a distorted geometry, computed with ωB97M-V/def2-TZVPD.

## Properties
strongest force on any atom	2.3	eV Å⁻¹
E_LUMO	0.1460	Ha
Kohn-Sham gap	5.62	eV
net charge	-2
DFT total energy	-3436.06300	a.u.

Geometry (Å):
W: -0.3740 0.3834 -0.0936
C: 3.9979 -1.0702 0.7663
C: 4.7495 -0.6232 -0.2969
C: 4.1404 0.1790 -1.2479
C: 2.7951 0.4742 -1.1130
N: 2.0409 -0.0703 -0.1534
C: 2.6404 -0.7853 0.7904
C: 2.1284 1.4966 -1.9524
C: 2.8644 2.3623 -2.7568
C: 2.2142 3.3921 -3.4080
C: 0.8504 3.5354 -3.2352
C: 0.1851 2.6290 -2.4293
N: 0.8058 1.6204 -1.8164
H: 4.4177 -1.6754 1.5574
H: 5.7928 -0.8922 -0.3989
H: 4.7041 0.5452 -2.0918
H: 2.0202 -1.1443 1.5893
H: 3.9338 2.2524 -2.8429
H: 2.7752 4.0904 -4.0171
H: 0.2956 4.3395 -3.6980
H: -0.8771 2.7146 -2.2610
S: -3.4884 -0.6562 3.0051
Sb: -2.8343 0.7233 1.3007
S: -3.1352 -0.8209 -0.9671
S: -2.2351 0.9546 -1.6046
S: -4.1000 2.5806 1.1177
C: -0.9084 -3.6208 -3.5624
C: -0.3491 -2.2417 -3.9264
C: -1.4880 -1.2887 -4.3051
C: 0.6143 -2.3532 -5.1064
C: 0.2617 -1.6812 -2.6646
N: 0.0440 -0.9742 -1.7740
H: -1.3737 -4.0607 -4.4484
H: -1.6593 -3.5292 -2.7759
H: -0.1063 -4.2735 -3.2166
H: -1.9780 -1.6789 -5.2007
H: -1.1088 -0.2871 -4.5146
H: -2.2185 -1.2063 -3.5019
H: 0.0160 -2.5340 -6.0043
H: 1.3253 -3.1637 -4.9790
H: 1.1818 -1.4315 -5.2436
C: -0.7452 -1.6229 0.8601
H: -1.7498 -1.6502 1.2763
H: -0.7136 -2.3526 0.0583
I: 2.7976 -2.9390 -2.5809
C: 0.8735 -3.2763 1.6434
C: 1.6910 -3.6653 2.7344
C: 1.7337 -3.0059 3.9431
C: 0.8594 -1.9401 4.1642
C: 0.0358 -1.5625 3.1367
N: 0.1139 -2.1732 1.9312
H: 2.3287 -4.5319 2.5867
H: 2.4232 -3.3142 4.7248
H: 0.8019 -1.4197 5.1098
H: -0.7121 -0.7895 3.2363
O: -0.5544 2.3722 0.4177
N: 0.6247 1.8176 0.8625
O: 0.2473 0.8250 1.7857

Forces on the atoms, in the same order (eV/Å):
1.49 1.73 -0.29
-0.08 -0.05 0.07
0.01 0.06 -0.08
0.05 -0.02 0.15
-0.12 0.04 -0.15
-0.22 -0.19 0.23
0.10 -0.10 -0.13
0.04 -0.24 -0.03
-0.09 0.04 -0.06
0.08 -0.01 0.02
-0.11 0.00 -0.01
0.10 -0.05 -0.05
-0.09 0.08 0.27
0.01 -0.02 -0.03
0.00 0.01 0.01
0.00 0.01 0.00
0.01 0.05 0.05
0.00 -0.01 0.01
-0.01 -0.02 -0.03
0.01 0.00 -0.01
0.00 0.06 0.04
0.15 0.07 0.12
-0.34 -0.72 -0.44
-0.70 0.37 0.00
0.31 -0.74 0.13
-0.01 0.12 0.04
-0.01 -0.01 0.03
0.30 -0.36 -0.06
-0.04 0.04 0.11
0.00 0.03 -0.05
-1.03 0.64 -0.31
0.17 -0.33 0.27
0.00 0.01 0.00
0.00 -0.01 0.00
0.01 0.01 -0.01
0.00 0.00 0.00
0.01 -0.01 -0.02
0.00 0.00 0.02
0.00 0.01 0.00
0.01 0.01 0.04
-0.01 0.01 -0.01
-0.28 -0.19 -0.03
-0.02 -0.07 -0.04
0.08 -0.07 0.06
0.46 -0.23 0.01
0.04 0.06 0.06
0.01 -0.04 -0.04
-0.01 0.02 0.04
-0.01 -0.02 -0.03
0.01 0.01 0.01
0.02 -0.03 -0.08
0.02 0.02 -0.01
-0.03 -0.03 0.01
0.01 0.00 0.00
0.03 0.03 0.00
0.08 -0.28 0.62
-0.15 -0.17 -0.21
-0.20 0.46 -0.20

Charges in e, computed with Mulliken, in the same order as the atoms: number 1, W, carries 1.3643; number 2, C, carries -0.9656; number 3, C, carries -0.6402; number 4, C, carries -1.1814; number 5, C, carries 0.7878; number 6, N, carries 0.6267; number 7, C, carries 0.1002; number 8, C, carries 0.6553; number 9, C, carries -1.0866; number 10, C, carries -0.4653; number 11, C, carries -1.0117; number 12, C, carries -0.2257; number 13, N, carries 0.4085; number 14, H, carries 0.4683; number 15, H, carries 0.3716; number 16, H, carries 0.3958; number 17, H, carries 0.2898; number 18, H, carries 0.3071; number 19, H, carries 0.4090; number 20, H, carries 0.4221; number 21, H, carries 0.4234; number 22, S, carries -0.7015; number 23, Sb, carries 0.7680; number 24, S, carries -0.3612; number 25, S, carries -0.2592; number 26, S, carries -0.7228; number 27, C, carries -1.6299; number 28, C, carries 2.5753; number 29, C, carries -1.3656; number 30, C, carries -1.8057; number 31, C, carries -1.1658; number 32, N, carries 0.0723; number 33, H, carries 0.4639; number 34, H, carries 0.3434; number 35, H, carries 0.3449; number 36, H, carries 0.4513; number 37, H, carries 0.3047; number 38, H, carries 0.1356; number 39, H, carries 0.4598; number 40, H, carries 0.3952; number 41, H, carries 0.3159; number 42, C, carries -1.8578; number 43, H, carries 0.6646; number 44, H, carries 0.2684; number 45, I, carries -0.5593; number 46, C, carries -0.5656; number 47, C, carries -0.3562; number 48, C, carries -0.1322; number 49, C, carries -0.8525; number 50, C, carries 0.3059; number 51, N, carries 0.5102; number 52, H, carries 0.3850; number 53, H, carries 0.3521; number 54, H, carries 0.4049; number 55, H, carries 0.1754; number 56, O, carries -0.3724; number 57, N, carries 0.0422; number 58, O, carries -0.4847

***

[2]
An isolated ion of composition C21H23N2O and charge +1 at a distorted geometry, computed with ωB97M-V/def2-TZVPD.

## Properties
strongest force on any atom	3.6	eV Å⁻¹
E_LUMO	-0.1405	Ha
Kohn-Sham gap	7.48	eV
net charge	+1
DFT total energy	-998.53523	a.u.
SMILES	COc1cccc2c1N(C)C(C)=C1CC[N+](c3ccccc3C)=C12

Geometry (Å):
O: -0.8573 -3.1233 -2.8998
C: 1.5217 0.2492 -2.1687
C: 1.4377 0.9322 -0.9508
C: -2.4567 -1.8785 0.1905
C: -0.0795 -0.1254 4.2684
C: -1.0127 0.6982 4.8918
C: -2.1971 -2.6263 -0.9606
C: -1.6765 -0.7536 0.4323
C: 0.3525 0.1711 3.0116
C: -1.4263 1.8864 4.2994
C: -1.1575 -2.2956 -1.8498
C: -0.6023 -0.3600 -0.4268
C: -0.4567 -1.0782 -1.6455
C: -0.1252 1.3082 2.3132
C: -1.0060 2.1887 2.9861
C: 0.3121 0.7066 -0.0557
N: 0.4869 -0.6061 -2.6008
N: 0.4137 1.5699 1.0585
C: -0.7147 -4.5099 -2.5584
C: 2.8071 0.3888 -3.0165
C: -1.5055 3.4000 2.2940
C: 0.3923 -0.8106 -4.0441
C: 2.3900 1.8932 -0.3125
C: 1.6942 2.3451 0.9793
H: -3.2166 -2.1674 0.9479
H: 0.3520 -0.9737 4.7949
H: -1.4065 0.4583 5.8917
H: -2.8296 -3.4958 -1.1840
H: -1.8623 -0.1639 1.2778
H: 1.0874 -0.5132 2.5845
H: -2.0849 2.5741 4.8366
H: -1.6122 -5.0894 -2.7187
H: 0.0486 -4.9739 -3.2206
H: -0.3991 -4.7069 -1.5319
H: 3.5715 0.9302 -2.5288
H: 2.6004 0.8814 -3.9944
H: 3.2440 -0.6015 -3.2336
H: -0.7384 4.1903 2.2395
H: -2.3257 3.7634 2.9020
H: -1.8839 3.2486 1.2615
H: -0.6347 -1.1056 -4.3142
H: 1.0504 -1.5975 -4.4244
H: 0.6907 0.1113 -4.5800
H: 2.6512 2.7121 -0.9904
H: 3.3084 1.3505 -0.0488
H: 1.5109 3.4403 0.9607
H: 2.3446 2.1580 1.8378

Forces on the atoms, in the same order (eV/Å):
0.35 0.28 0.45
-0.09 0.05 0.50
-1.96 -1.29 0.11
0.37 0.88 0.45
-0.37 -0.14 0.90
-0.29 0.48 0.84
0.29 -0.32 -0.50
0.41 -0.96 -1.06
0.25 0.36 -0.99
0.30 -0.51 -0.70
-1.34 -0.01 0.67
-1.32 0.03 1.04
1.48 0.57 -0.97
-0.60 -0.88 2.91
0.62 -0.91 -0.57
1.67 1.13 -0.44
1.47 0.91 1.66
0.53 -1.32 -3.34
0.76 -0.96 -0.52
-1.81 -0.82 -1.10
-0.26 0.83 -0.38
-0.29 -0.45 -0.89
0.59 -0.35 -0.23
-0.13 0.80 -0.34
0.49 0.21 -0.94
-0.29 0.05 -0.12
0.38 0.05 -0.52
0.53 0.26 0.11
-0.15 0.58 1.16
-0.12 0.37 -0.30
0.14 -0.28 -0.30
-0.57 0.19 -0.13
-0.40 0.67 0.28
0.03 0.55 0.06
0.50 0.78 0.77
0.17 -0.31 0.66
-0.44 0.24 0.02
-0.24 -0.21 0.04
-0.19 0.45 -0.16
0.29 -0.19 0.61
0.48 0.33 0.18
-0.04 -0.06 0.34
-0.49 -0.40 0.46
-0.04 -0.05 0.27
-0.02 0.28 -0.18
-0.23 -0.68 0.06
-0.43 -0.22 0.10

Charges in e, computed with Mulliken, in the same order as the atoms: number 1, O, carries -0.4147; number 2, C, carries 0.5604; number 3, C, carries 0.5159; number 4, C, carries -0.9098; number 5, C, carries -0.8416; number 6, C, carries -0.5104; number 7, C, carries -0.3594; number 8, C, carries -0.8265; number 9, C, carries 0.4746; number 10, C, carries -0.8160; number 11, C, carries 0.4147; number 12, C, carries 0.5253; number 13, C, carries 0.0363; number 14, C, carries -0.9326; number 15, C, carries 0.7615; number 16, C, carries 0.3677; number 17, N, carries 0.2123; number 18, N, carries 0.5865; number 19, C, carries -0.8904; number 20, C, carries -1.5519; number 21, C, carries -1.4538; number 22, C, carries -1.0392; number 23, C, carries -1.1503; number 24, C, carries -0.6201; number 25, H, carries 0.3947; number 26, H, carries 0.4085; number 27, H, carries 0.3825; number 28, H, carries 0.3795; number 29, H, carries 0.6135; number 30, H, carries 0.4344; number 31, H, carries 0.3915; number 32, H, carries 0.3354; number 33, H, carries 0.2899; number 34, H, carries 0.3879; number 35, H, carries 0.4941; number 36, H, carries 0.3742; number 37, H, carries 0.3601; number 38, H, carries 0.2839; number 39, H, carries 0.4531; number 40, H, carries 0.2676; number 41, H, carries 0.3760; number 42, H, carries 0.3309; number 43, H, carries 0.4124; number 44, H, carries 0.4814; number 45, H, carries 0.3905; number 46, H, carries 0.2716; number 47, H, carries 0.3480

***

[3]
A 2-piece molecular cluster, C21H23N3O2 overall at a distorted geometry, computed with ωB97M-V/def2-TZVPD.

## Properties
strongest force on any atom	4.8	eV Å⁻¹
E_LUMO	-0.0462	Ha
Kohn-Sham gap	6.58	eV
DFT total energy	-1128.61700	a.u.

Geometry (Å):
C: 0.6172 -2.7803 -3.6826
N: 1.1493 -1.4375 -3.8691
C: 0.1429 -0.3916 -3.8090
N: 2.3957 -1.1478 -3.3805
C: 3.4587 -1.4319 -4.0086
H: -0.2488 -2.9462 -4.3174
H: 1.3728 -3.5212 -3.9226
H: 0.3168 -2.9101 -2.6469
H: -0.6979 -0.6252 -4.4570
H: -0.2143 -0.2930 -2.7887
H: 0.5791 0.5517 -4.1233
H: 4.4132 -1.2333 -3.5685
H: 3.4170 -1.8118 -5.0065
O: -2.7449 3.8311 -1.9932
C: -2.6834 3.5891 -0.7873
O: -3.6173 3.3722 -0.0159
C: -1.2846 3.5464 -0.1870
C: -1.1253 4.4935 1.0229
C: -0.8354 3.5961 2.1902
C: -0.8054 2.2629 1.7639
C: -0.5756 1.2461 2.6798
C: -0.3533 1.5693 4.0007
C: -0.3649 2.8913 4.4171
C: -0.6128 3.9100 3.5142
N: -1.0242 2.1955 0.3642
C: -1.1309 1.0836 -0.4385
C: -1.0048 -0.2592 0.0308
C: 0.2087 -0.9256 0.1396
C: 0.4200 -2.1770 0.7825
C: 1.7032 -2.7532 0.7668
C: 1.9443 -3.9548 1.3855
C: 0.9209 -4.6178 2.0381
C: -0.3488 -4.0684 2.0741
C: -0.6037 -2.8665 1.4583
H: -0.5522 3.7584 -0.9782
H: -0.3144 5.2171 0.8869
H: -2.0534 5.0495 1.1885
H: -0.5691 0.2255 2.3453
H: -0.1608 0.7876 4.7165
H: -0.1740 3.1276 5.4504
H: -0.6266 4.9385 3.8277
H: -1.3469 1.2986 -1.4789
H: -1.8761 -0.7383 0.4597
H: 1.0743 -0.4430 -0.2801
H: 2.4978 -2.2373 0.2551
H: 2.9337 -4.3810 1.3648
H: 1.1149 -5.5613 2.5210
H: -1.1391 -4.5857 2.5928
H: -1.5917 -2.4428 1.5021

Forces on the atoms, in the same order (eV/Å):
0.75 0.44 0.23
-1.03 -0.76 -3.14
0.98 -0.11 0.66
0.94 1.04 2.24
-1.52 -0.15 -0.20
0.01 0.15 -0.12
0.05 -0.09 -0.03
-0.22 -0.29 0.49
0.10 -0.16 -0.07
-0.40 0.25 0.45
-0.02 0.07 -0.04
0.29 0.25 0.36
0.03 -0.64 -0.75
0.71 0.14 -0.98
-1.41 0.07 -0.82
-0.27 -0.36 1.34
1.29 0.67 0.32
0.04 0.24 0.06
-0.13 -0.48 -0.97
0.11 0.50 0.81
-0.10 -0.39 -0.61
0.02 0.06 0.14
0.02 0.06 -0.01
-0.01 -0.03 -0.11
-0.49 -3.75 -2.52
0.29 4.30 2.20
2.64 -2.31 1.09
-2.62 2.50 -1.01
0.20 -1.69 0.74
-0.62 0.62 -0.20
0.10 -0.33 0.17
0.10 -0.09 0.02
-0.08 -0.19 0.12
0.44 0.46 -0.34
-0.16 -0.22 0.31
-0.11 -0.12 -0.10
0.07 -0.13 -0.07
0.06 -0.19 0.20
0.00 -0.15 0.07
0.01 0.03 0.18
-0.02 0.23 0.11
-0.06 0.31 -0.04
-0.29 0.19 -0.09
0.32 0.15 -0.12
0.17 0.13 -0.14
0.15 -0.06 -0.02
0.02 -0.14 0.09
-0.14 -0.06 0.07
-0.23 0.02 0.04

Charges in e, computed with Mulliken, in the same order as the atoms: number 1, C, carries -0.7777; number 2, N, carries 0.3411; number 3, C, carries -0.6798; number 4, N, carries -0.5845; number 5, C, carries -0.4044; number 6, H, carries 0.2886; number 7, H, carries 0.3048; number 8, H, carries 0.2272; number 9, H, carries 0.3055; number 10, H, carries 0.0334; number 11, H, carries 0.3349; number 12, H, carries 0.2738; number 13, H, carries 0.3470; number 14, O, carries -0.7277; number 15, C, carries 0.2980; number 16, O, carries -0.7128; number 17, C, carries 0.0439; number 18, C, carries -0.8586; number 19, C, carries 0.8260; number 20, C, carries 0.1791; number 21, C, carries -0.3643; number 22, C, carries -0.8626; number 23, C, carries -0.3845; number 24, C, carries -0.7382; number 25, N, carries 0.1912; number 26, C, carries -0.3051; number 27, C, carries -1.0581; number 28, C, carries 0.0913; number 29, C, carries 1.0162; number 30, C, carries -0.4432; number 31, C, carries -0.6198; number 32, C, carries -0.4120; number 33, C, carries -0.7819; number 34, C, carries -0.2907; number 35, H, carries 0.2869; number 36, H, carries 0.3343; number 37, H, carries 0.3633; number 38, H, carries 0.3914; number 39, H, carries 0.4434; number 40, H, carries 0.3907; number 41, H, carries 0.4548; number 42, H, carries 0.6353; number 43, H, carries 0.3672; number 44, H, carries 0.3232; number 45, H, carries 0.3959; number 46, H, carries 0.3899; number 47, H, carries 0.3914; number 48, H, carries 0.3975; number 49, H, carries 0.3390

***

> Among the records above, which one has the highest DFT total energy?

C21H23N2O